# 1
Here is a cluster of 2 separate species, CH4N3P in total in a non-equilibrium geometry from OMol25. Energies are from ωB97M-V with the def2-TZVPD basis set.

Each line ends with the Mulliken charge.
Geometry (Å):
C  2.05284  -0.43439  -0.25457  -0.38
N  1.42439  0.28827  0.57651  0.54
N  0.75042  0.82094  1.32464  -0.66
N  -2.57302  -0.35866  0.11560  -0.43
P  -1.72517  0.93311  0.07852  0.15
H  2.80976  -0.15705  -0.97594  0.28
H  1.33987  -1.10542  -0.72434  0.24
H  -3.37680  -0.39206  0.70813  0.24
H  -0.70229  0.40526  -0.84856  0.01

Calculated values
- Multiplicity: 1
- Net charge: 0
- LUMO energy: -0.1657 eV
- E_HOMO: -8.83 eV
- Orbital gap: 0.3183 Eh
- Energy relative to the best compared isomer or geometry (same formula, charge and spin): 342.97 kJ/mol
- E: -14857.1917 eV

=====

# 2
Here is an isolated molecule of C3H5NO2 from OMol25. Energies are from ωB97M-V with the def2-TZVPD basis set.

Each line ends with the Mulliken charge.
Geometry (Å):
C  1.86427  0.66790  0.40251  -0.66
N  0.84361  -0.04844  1.14813  -0.41
C  -0.23455  -0.36310  0.59049  0.09
O  -0.47474  -0.04983  -0.75603  -0.01
C  -1.60768  -0.23530  -1.42274  -0.29
O  -2.51906  -0.76625  -0.60916  -0.36
H  2.77000  0.05373  0.37860  0.26
H  2.11023  1.58477  0.94662  0.27
H  1.57374  0.92059  -0.62119  0.28
H  -1.02305  -0.89722  1.11009  0.42
H  -3.30277  -0.86684  -1.16731  0.43

Calculated values
- Multiplicity: 1
- Net charge: 0
- LUMO energy: 0.7105 eV
- E_HOMO: -9.35 eV
- Orbital gap: 0.3697 Eh
- Energy relative to the best compared isomer or geometry (same formula, charge and spin): 305.66 kJ/mol
- E: -8774.5268 eV

=====

# 3
Here is a structure of composition C9H5BCl3F11N2OPtS2 from OMol25. Energies are from ωB97M-V with the def2-TZVPD basis set.

Each line ends with the Mulliken charge.
Geometry (Å):
Pt  1.41577  0.40173  -0.63521  0.54
F  -1.15694  3.88432  -1.09130  -0.29
C  -1.57788  2.61533  -1.02439  0.58
F  -2.91992  2.62539  -1.05791  -0.29
F  -1.21781  2.14373  0.17718  -0.12
C  -0.93775  1.75679  -2.16361  0.92
O  0.38062  1.53885  -1.95504  -1.06
C  -1.04973  2.55649  -3.50295  0.48
F  -2.25149  3.14290  -3.64654  -0.27
F  -0.86730  1.74182  -4.55203  -0.26
F  -0.12217  3.50930  -3.56307  -0.24
C  -1.75965  0.43703  -2.31127  0.51
F  -1.99628  -0.11788  -1.10993  -0.23
F  -2.94296  0.61521  -2.91172  -0.27
F  -1.07438  -0.45631  -3.03506  -0.26
S  2.91417  -0.71328  0.72351  -0.36
C  1.91445  -1.96038  1.33532  0.19
N  2.16422  -3.23494  1.15590  -0.12
C  1.23021  -4.20971  1.71512  -0.65
C  -0.02165  -3.42219  2.12440  -0.52
S  0.48940  -1.67737  2.25224  0.03
H  2.94992  -3.50195  0.58019  0.30
H  1.69106  -4.71606  2.56396  0.34
H  0.99125  -4.94776  0.95196  0.31
H  -0.40835  -3.75436  3.08364  0.44
H  -0.80326  -3.49221  1.37176  0.28
Cl  0.89763  1.59020  4.90624  -0.09
C  0.08648  2.48134  3.60585  0.72
Cl  -1.55576  1.87575  3.38831  -0.08
Cl  0.06416  4.20895  3.97620  -0.10
C  0.84289  2.26979  2.36842  -0.28
N  1.43132  2.06060  1.40982  -0.27
F  1.80453  -1.74463  -2.58094  -0.13
B  1.11986  -1.29096  -1.53001  0.49
F  0.27532  -2.21554  -1.01902  -0.24

Calculated values
- Multiplicity: 1
- Net charge: 0
- LUMO energy: -0.4388 eV
- E_HOMO: -8.59 eV
- Orbital gap: 0.2996 Eh
- Energy relative to the best compared isomer or geometry (same formula, charge and spin): 66.35 kJ/mol
- E: -107498.9930 eV

=====

# 4
Here is a cluster of 2 separate species, C3H4Cl2S in total in a non-equilibrium geometry from OMol25. Energies are from ωB97M-V with the def2-TZVPD basis set.

Each line ends with the Mulliken charge.
Geometry (Å):
C  0.93970  -1.01557  0.03032  0.14
C  1.68636  0.06251  0.57382  -0.37
C  -1.87139  0.37465  -0.90331  -0.14
S  0.19692  -2.26804  -0.45912  -0.38
Cl  -1.06542  1.82831  -0.42774  -0.13
Cl  -2.82668  -0.32245  0.33808  -0.08
H  0.92695  0.94534  0.67608  0.07
H  2.70967  0.07089  0.26883  0.31
H  1.85030  -0.11767  1.67762  0.26
H  -2.54641  0.44203  -1.77457  0.33

Calculated values
- Multiplicity: 1
- Net charge: 0
- LUMO energy (alpha / beta): 0.5610 / -0.7552 eV
- E_HOMO (alpha / beta): -8.86 / -6.16 eV
- Orbital gap (alpha / beta): 0.3463 / 0.1986 Eh
- Energy relative to the best compared isomer or geometry (same formula, charge and spin): 416.38 kJ/mol
- E: -39051.0623 eV

=====

- What is the multiplicity in the first record?
  1